The following is a quantum chemistry calculation of a molecular structure, C32H25AuBrN4O4S, from OMol25.

Computed properties:
frontier orbital gap = 6.653 eV
energy above the lowest of the compared OMol25 structures with the same formula, charge and spin = 0.000 eV
total charge = +1
E_HOMO = -0.3874 Eh
total energy = -4862.0912 Ha

Last column: natural (NBO) charge in e.
Element x y z (Å)
Au -0.0258 -0.4201 -0.0549  1.49
C -6.4346 2.4784 -1.1373  -0.64
C -5.3095 1.8950 -0.3254  0.02
C -5.0544 0.5280 -0.3340  -0.17
C -4.0243 -0.0131 0.4219  -0.17
C -3.2472 0.8384 1.1923  -0.38
C -3.4878 2.2070 1.2296  -0.15
C -4.5141 2.7230 0.4674  -0.20
S -1.9616 0.1810 2.1676  2.34
O -1.9415 -1.2498 1.9772  -0.96
O -2.0457 0.7060 3.4961  -0.93
N -0.5685 0.7560 1.4585  -0.90
C 0.3431 1.7349 1.9710  0.13
C 0.0763 2.5144 3.0688  -0.24
C 1.0113 3.4609 3.5445  -0.17
C 2.2134 3.6507 2.9407  -0.20
C 2.5187 2.8980 1.7899  -0.09
C 3.7286 3.0527 1.0745  -0.11
C 3.9655 2.3199 -0.0508  -0.27
C 2.9811 1.4074 -0.4689  0.06
N 1.8547 1.2307 0.1759  -0.54
C 1.5913 1.9529 1.2970  0.19
H -6.8032 1.7648 -1.8723  0.22
H -6.1129 3.3801 -1.6585  0.23
H -7.2685 2.7534 -0.4881  0.23
H -5.6691 -0.1248 -0.9423  0.21
H -3.8163 -1.0741 0.4177  0.24
H -2.8722 2.8562 1.8406  0.23
H -4.7060 3.7892 0.4826  0.22
H -0.8592 2.3898 3.5870  0.26
H 0.7505 4.0434 4.4185  0.23
H 2.9287 4.3697 3.3202  0.22
H 4.4617 3.7658 1.4324  0.23
H 4.8785 2.4333 -0.6193  0.23
H 3.1312 0.8158 -1.3692  0.18
N 0.6615 -1.7075 -1.5420  -0.84
C 1.4550 -2.7836 -0.9586  0.17
C 2.0101 -3.7861 -1.6947  -0.19
C 2.7564 -4.7988 -1.0510  -0.19
C 2.9078 -4.7890 0.3083  -0.17
C 2.3223 -3.7624 1.0865  -0.01
C 2.3808 -3.7043 2.5007  -0.09
C 1.7607 -2.6874 3.1659  -0.25
C 1.0844 -1.6942 2.4360  0.15
N 1.0278 -1.7267 1.1204  -0.46
C 1.6126 -2.7514 0.4301  0.10
H 1.2164 -1.1521 -2.1934  0.43
H -0.1291 -2.0709 -2.0752  0.44
H 1.8733 -3.8092 -2.7700  0.24
H 3.2022 -5.5835 -1.6459  0.24
H 3.4699 -5.5679 0.8080  0.24
H 2.9117 -4.4796 3.0398  0.24
H 1.7662 -2.6264 4.2445  0.25
H 0.5899 -0.8729 2.9317  0.25
Br -2.7361 -1.6188 -2.8190  0.09
C -1.2248 -0.9538 -3.7475  0.00
C -0.7193 -1.7123 -4.7959  -0.28
C 0.4202 -1.2841 -5.4630  -0.20
C 1.0448 -0.1015 -5.0847  -0.21
C 0.5158 0.6585 -4.0516  -0.19
C -0.6208 0.2385 -3.3628  -0.26
C -1.1897 1.1570 -2.3139  0.77
O -1.6573 2.2071 -2.6553  -0.53
O -1.2556 0.7629 -1.0406  -0.73
H -1.2183 -2.6274 -5.0848  0.24
H 0.8053 -1.8663 -6.2900  0.23
H 1.9243 0.2416 -5.6136  0.23
H 0.9695 1.6032 -3.7749  0.24



The following is a quantum chemistry calculation of a molecular structure, C32H26AsCrN3O7S6, from OMol25.

Computed properties:
frontier orbital gap (spin up / spin down) = 5.988 / 5.990 eV
energy above the lowest of the compared OMol25 structures with the same formula, charge and spin = 0.000 eV
total charge = -1
multiplicity = 4
<S²> = 3.788
E_HOMO (spin up / spin down) = -0.1527 / -0.1527 Eh
total energy = -7595.5349 Ha

Last column: Mulliken spin population.
Element x y z (Å)
Cr -0.1307 -0.8032 -0.5035  3.07
S 3.1417 0.3702 1.1723  0.01
C 2.4712 1.0079 2.6327  0.01
C 3.1661 1.0442 3.8563  0.00
C 2.6029 1.6012 4.9853  0.00
C 1.3209 2.1488 4.9492  0.00
C 0.6066 2.1117 3.7634  -0.01
C 1.1744 1.5452 2.6260  0.01
As 0.2771 1.3761 0.9233  0.04
C -1.4151 2.2870 1.4451  0.00
C -2.3625 1.5840 2.1883  0.00
C -3.4928 2.2136 2.6878  0.00
C -3.6963 3.5684 2.4639  0.00
C -2.7471 4.2874 1.7534  0.00
C -1.6146 3.6528 1.2558  0.00
C 1.0516 2.7782 -0.2120  0.00
C 0.2987 3.3642 -1.2279  0.01
C 0.8557 4.3101 -2.0771  0.00
C 2.1831 4.6823 -1.9213  0.00
C 2.9344 4.1205 -0.8998  0.00
C 2.3749 3.1758 -0.0491  -0.01
H 4.1604 0.6182 3.8894  0.00
H 3.1647 1.6099 5.9120  0.00
H 0.8819 2.5931 5.8328  0.00
H -0.3882 2.5352 3.7391  0.00
H -2.2089 0.5286 2.3887  0.00
H -4.2104 1.6408 3.2610  0.00
H -4.5778 4.0615 2.8533  0.00
H -2.8766 5.3500 1.5908  0.00
H -0.8809 4.2485 0.7328  0.00
H -0.7493 3.1178 -1.3420  0.00
H 0.2484 4.7549 -2.8562  0.00
H 2.6264 5.4119 -2.5875  0.00
H 3.9678 4.4113 -0.7608  0.00
H 2.9741 2.7241 0.7308  0.00
O -0.2063 -3.3487 2.2818  0.01
S 0.6467 -3.5649 1.1522  0.01
O 1.9303 -4.1790 1.3614  0.00
O 0.8168 -2.3208 0.3406  0.02
C -0.2749 -4.7353 0.1330  0.00
C -0.6234 -5.8523 0.8915  0.00
C -1.3726 -6.8843 0.3601  0.00
C -1.7986 -6.8120 -0.9526  0.00
C -1.4557 -5.7162 -1.7224  0.00
C -0.6857 -4.6775 -1.2016  0.00
S -0.2549 -3.4201 -2.4015  0.01
O 1.1863 -3.3936 -2.4854  0.00
O -0.9758 -3.7231 -3.6097  0.00
O -0.8193 -2.1532 -1.8223  -0.01
H -0.3070 -5.8903 1.9246  0.00
H -1.6300 -7.7365 0.9764  0.00
H -2.3994 -7.6051 -1.3804  0.00
H -1.7741 -5.6425 -2.7506  0.00
C 3.4413 -2.0249 -1.0334  0.00
C 2.7365 -1.0949 -1.9532  0.02
N 1.5641 -0.5273 -1.8109  -0.07
C 1.2104 0.1931 -2.9361  -0.01
C 2.1411 0.2347 -3.9152  0.00
S 3.4793 -0.7041 -3.4407  0.00
C -0.1484 0.7242 -2.9971  0.02
C -0.7445 1.3703 -4.0249  0.00
S -2.3760 1.6699 -3.6392  0.00
C -2.2012 0.9069 -2.1299  0.03
N -0.9814 0.4824 -1.9157  -0.13
C -3.3741 0.7865 -1.2209  0.00
H 2.7653 -2.8187 -0.7234  0.00
H 3.7740 -1.5051 -0.1350  0.00
H 4.2961 -2.4602 -1.5496  0.00
H 2.0791 0.7192 -4.8729  0.00
H -0.3130 1.6656 -4.9639  0.00
H -4.0565 1.6210 -1.3770  0.00
H -3.0556 0.7692 -0.1834  0.00
H -3.8957 -0.1490 -1.4318  0.00
O -3.0695 -3.1966 0.3044  0.04
S -2.6980 -2.0131 1.0579  0.04
N -1.7073 -1.0260 0.6005  -0.11



The following is a quantum chemistry calculation of a molecular structure, C32H26BF16N4O2Ta, from OMol25.

Computed properties:
frontier orbital gap = 7.104 eV
energy above the lowest of the compared OMol25 structures with the same formula, charge and spin = 2.065 eV
E_HOMO = -0.3115 Eh
total energy = -3284.6307 Ha

Last column: Mulliken charge in e.
Element x y z (Å)
Ta 0.3699 0.1683 0.1141  -1.03
C -3.6041 3.3658 -3.1881  -1.58
C -2.4612 3.1678 -2.1811  0.80
C -1.2731 4.0142 -2.6256  -1.66
C -2.1921 1.6830 -2.0743  0.87
C -1.0297 1.0692 -2.5386  -0.51
C -0.9615 -0.3231 -2.6711  -0.79
C -2.0581 -1.1262 -2.3597  1.35
C -2.1214 -2.5550 -2.7973  -1.64
C -3.1469 -0.5180 -1.7411  -0.92
C -3.2083 0.8546 -1.5961  -0.33
H -3.8344 4.4237 -3.2790  0.46
H -4.5068 2.8490 -2.8775  0.36
H -3.3108 2.9885 -4.1662  0.39
H -2.7908 3.5347 -1.2037  0.16
H -0.9147 3.6945 -3.6009  0.36
H -0.4603 3.9745 -1.9112  0.13
H -1.5738 5.0569 -2.7031  0.46
H -0.2106 1.6652 -2.9183  0.11
H -0.1053 -0.7563 -3.1695  0.31
H -1.1305 -2.9845 -2.8941  0.33
H -2.6106 -2.5917 -3.7709  0.42
H -2.7047 -3.1615 -2.1117  0.39
H -3.9824 -1.1239 -1.4217  0.42
H -4.0869 1.2978 -1.1500  0.51
C 1.2279 4.5914 5.1845  -1.66
C 1.2133 3.3219 4.4001  0.59
C 2.3695 2.5906 4.1812  -1.20
C 2.3479 1.4572 3.3925  -0.30
C 1.1675 1.0104 2.7943  -0.10
N 1.1497 -0.1426 1.9728  0.57
C 1.5776 -1.3583 2.4908  2.44
C 2.2355 -1.4667 3.7298  -1.26
C 2.8045 -2.6438 4.1646  -1.48
C 2.7367 -3.7983 3.3987  0.26
C 3.4056 -5.0730 3.7925  -1.54
C 1.9800 -3.7428 2.2406  -1.15
C 1.3586 -2.5759 1.8089  -0.91
C 0.5003 -2.7072 0.5535  1.73
O -0.1352 -1.5617 0.1723  -0.09
C 1.4464 -3.0783 -0.6246  0.50
F 1.6312 -4.3777 -0.8297  -0.28
F 0.9831 -2.5507 -1.7679  -0.13
F 2.6552 -2.5316 -0.4257  -0.23
C -0.6355 -3.7669 0.6757  0.54
F -1.6842 -3.2246 1.2871  -0.20
F -1.0435 -4.1525 -0.5389  -0.25
F -0.3401 -4.8885 1.3318  -0.30
C 0.0026 1.7840 2.9688  -1.09
C 0.0382 2.9025 3.7877  -0.64
C -1.2734 1.4322 2.2022  2.19
O -1.0006 1.0437 0.9263  0.33
C -1.9689 0.2312 2.8847  0.47
F -1.2822 -0.8797 2.5329  0.02
F -1.9703 0.2959 4.2160  -0.31
F -3.2229 0.0390 2.4885  -0.28
C -2.2930 2.5880 2.1002  -0.11
F -1.7334 3.7261 1.7026  -0.21
F -3.2265 2.2836 1.1958  -0.20
F -2.9441 2.8390 3.2456  -0.30
H 2.0764 4.6260 5.8621  0.41
H 0.3064 4.7116 5.7473  0.41
H 1.3052 5.4274 4.4895  0.30
H 3.3029 2.9263 4.6068  0.38
H 3.2704 0.9400 3.1771  0.79
H 2.3061 -0.6023 4.3677  0.62
H 3.3277 -2.6596 5.1081  0.38
H 3.9564 -4.9562 4.7201  0.37
H 4.0953 -5.3884 3.0133  0.35
H 2.6639 -5.8594 3.9145  0.34
H 1.8786 -4.6432 1.6579  0.67
H -0.8465 3.4941 3.9571  0.54
N 1.8894 -0.0482 -1.0744  0.16
C 2.9893 0.1565 -1.4907  1.16
N 4.0548 0.2632 -2.0559  -0.62
C 5.2889 0.6077 -1.9103  0.43
N 6.4048 0.8701 -1.8569  -0.50
F 2.4223 3.5832 -1.0400  -0.35
B 1.6963 3.0983 -0.0268  0.14
F 2.3227 1.9694 0.5862  -0.34
F 1.3247 3.9822 0.9099  -0.33
F 0.4983 2.4412 -0.5847  -0.09



| no. | maximum force (eV/Å) |
| --- | --- |
| 1 | 0.8 |
| 2 | 1.3 |
| 3 | 3.0 |